(1)
Entry from the Open Molecules 2025 dataset: 7 unconnected molecules or ions with the total composition C16H31Br12N at a distorted geometry (ωB97M-V with the def2-TZVPD basis set).

SMILES   BrCCBr.BrCCBr.BrCCBr.BrCCBr.BrCCBr.BrCCBr.CCCC#N
Net charge   0
Energy above the lowest of the compared OMol25 structures with the same formula, charge and spin   0.0 kJ/mol

Structure (XYZ):
```
60
Properties=species:S:1:pos:R:3:lowdin_charge:R:1
Br -2.571 -4.044 -3.540 0.58
C -2.185 -2.215 -4.062 -0.71
C -3.197 -1.798 -5.178 -0.66
Br -3.444 -3.054 -6.707 0.55
H -1.192 -2.320 -4.499 0.01
H -2.277 -1.623 -3.152 -0.01
H -2.882 -0.857 -5.630 0.05
H -4.150 -1.675 -4.662 0.02
Br 2.675 -5.034 1.617 0.57
C 3.429 -3.487 2.619 -0.70
C 3.323 -3.688 4.085 -0.67
Br 1.430 -3.476 4.506 0.62
H 2.870 -2.577 2.403 0.02
H 4.428 -3.368 2.200 0.06
H 3.887 -2.871 4.535 0.07
H 3.707 -4.644 4.441 0.06
Br -0.297 1.345 5.560 0.58
C 0.699 0.484 4.121 -0.71
C 2.275 0.435 4.209 -0.56
Br 3.002 0.585 6.146 0.46
H 0.548 1.025 3.188 0.04
H 0.295 -0.522 4.009 -0.06
H 2.734 1.247 3.645 0.02
H 2.677 -0.469 3.750 0.02
Br -5.205 -0.892 -1.761 0.59
C -4.515 -1.182 0.083 -0.66
C -5.352 -2.289 0.715 -0.66
Br -6.940 -1.395 1.498 0.59
H -4.496 -0.274 0.687 0.05
H -3.464 -1.450 -0.022 0.03
H -4.738 -2.639 1.545 0.06
H -5.563 -3.149 0.079 0.06
Br 0.718 -1.275 -2.525 0.59
C -0.305 -1.685 -0.836 -0.66
C 0.451 -1.087 0.389 -0.55
Br -0.564 -1.968 1.939 0.60
H -0.503 -2.755 -0.778 0.04
H -1.306 -1.291 -1.010 -0.02
H 0.445 -0.002 0.501 0.05
H 1.480 -1.446 0.401 0.02
Br -1.947 1.390 -2.107 0.66
C -2.823 3.078 -2.435 -0.71
C -4.151 2.998 -3.136 -0.74
Br -5.058 4.673 -3.348 0.66
H -2.178 3.690 -3.065 0.06
H -2.827 3.637 -1.500 0.06
H -4.883 2.378 -2.616 0.03
H -3.979 2.533 -4.106 0.06
C 4.704 4.976 -0.809 -0.14
C 3.973 4.015 0.056 -0.26
C 4.593 2.564 0.022 -0.16
C 3.782 1.489 0.567 -0.17
N 3.180 0.570 0.984 0.17
H 5.666 5.300 -0.411 0.08
H 4.144 5.906 -0.911 0.08
H 4.698 4.709 -1.865 0.08
H 2.930 4.089 -0.253 0.11
H 3.984 4.414 1.070 0.11
H 5.612 2.586 0.407 0.13
H 4.650 2.384 -1.051 0.12
```

=====

(2)
Entry from the Open Molecules 2025 dataset: 4 unconnected molecules or ions with the total composition C16H31Br6NO4 (ωB97M-V with the def2-TZVPD basis set).

SMILES   CC(=O)OC[C@@](C)(CCCCN)OC=O.BrCCBr.BrCCBr.BrCCBr
Net charge   0

Structure (XYZ):
```
58
Properties=species:S:1:pos:R:3:lowdin_charge:R:1
C 0.716 2.685 0.410 -0.02
C -0.369 2.580 -0.625 -0.55
O -0.169 2.225 -1.763 0.10
O -1.590 2.957 -0.164 -0.02
C -2.709 2.286 -0.744 -0.10
C -3.181 1.137 0.148 -0.45
C -4.548 0.668 -0.388 0.01
C -2.162 0.000 0.202 -0.13
C -1.861 -0.609 -1.180 -0.15
C -0.844 -1.783 -1.146 -0.18
C -0.016 -1.963 0.127 -0.31
N -0.681 -2.727 1.204 0.01
O -3.418 1.734 1.453 0.00
C -2.820 1.175 2.536 -0.33
O -3.395 0.447 3.297 0.11
H 1.426 3.431 0.048 0.06
H 1.245 1.738 0.488 0.09
H 0.334 3.037 1.363 0.07
H -2.489 1.944 -1.752 0.13
H -3.525 3.006 -0.817 0.14
H -5.319 1.068 0.265 0.10
H -4.736 1.064 -1.388 0.09
H -4.626 -0.417 -0.411 0.09
H -1.222 0.399 0.590 0.11
H -2.526 -0.802 0.844 0.12
H -1.474 0.144 -1.861 0.09
H -2.802 -0.997 -1.576 0.11
H -0.133 -1.615 -1.960 0.08
H -1.327 -2.738 -1.367 0.11
H 0.874 -2.531 -0.149 0.04
H 0.357 -1.011 0.509 0.09
H -1.675 -2.795 1.016 0.05
H -0.354 -3.684 1.152 -0.02
H -1.784 1.497 2.708 0.15
Br 3.000 -0.870 -1.651 0.66
C 3.955 -2.181 -2.722 -0.68
C 3.091 -3.369 -3.056 -0.69
Br 2.799 -4.529 -1.525 0.60
H 4.840 -2.448 -2.155 0.05
H 4.247 -1.669 -3.635 0.06
H 3.575 -3.981 -3.813 0.06
H 2.105 -3.077 -3.402 0.05
Br 3.375 -4.317 2.339 0.60
C 2.430 -5.796 3.175 -0.69
C 2.066 -6.861 2.176 -0.68
Br 0.556 -6.334 1.067 0.63
H 1.560 -5.375 3.668 0.05
H 3.114 -6.196 3.920 0.06
H 1.747 -7.767 2.685 0.06
H 2.883 -7.091 1.500 0.05
Br 3.430 6.580 -0.236 0.61
C 1.923 7.781 -0.497 -0.70
C 0.888 7.616 0.584 -0.69
Br -0.141 5.985 0.342 0.72
H 1.525 7.570 -1.484 0.05
H 2.339 8.786 -0.477 0.06
H 0.167 8.430 0.549 0.06
H 1.329 7.563 1.574 0.05
```

=====

Number 1: E -31571.1155 a.u., Kohn-Sham gap 9.78 eV. Number 2: E -16428.0467 a.u., Kohn-Sham gap 9.51 eV.